1.
10 unconnected molecules or ions with the total composition C40H60O30 at a distorted geometry, computed with wB97M-V/def2-TZVPD.

**Orbital gap**: 10.196 eV
**Energy relative to the best compared isomer or geometry (same formula, charge and spin)**: 31.73 kcal/mol
**HOMO level**: -10.21 eV
**SMILES**: C[C@H]1COC(=O)O1.C[C@H]1COC(=O)O1.C[C@H]1COC(=O)O1.C[C@H]1COC(=O)O1.C[C@H]1COC(=O)O1.C[C@H]1COC(=O)O1.C[C@H]1COC(=O)O1.C[C@H]1COC(=O)O1.C[C@H]1COC(=O)O1.C[C@H]1COC(=O)O1
**Lowest unoccupied orbital energy**: -0.012 eV

Each line ends with the Löwdin charge.
Atoms and positions in Å:
1 C -1.81746 0.66039 0.56293  -0.010
2 C -0.40509 0.21726 0.91851  -0.275
3 C 0.37727 -0.55047 -0.15744  -0.068
4 O 1.47434 0.32037 -0.46439  0.057
5 C 1.58218 1.26105 0.47398  -0.570
6 O 2.45507 2.08066 0.51503  0.135
7 O 0.51370 1.23823 1.29248  0.098
8 H -1.83430 1.37828 -0.26297  0.072
9 H -2.27658 1.18057 1.40210  0.077
10 H -2.45536 -0.18398 0.31358  0.079
11 H -0.53240 -0.53980 1.70029  0.164
12 H -0.25108 -0.49633 -1.04801  0.087
13 H 0.74573 -1.55139 0.04215  0.126
14 C 5.17768 0.46286 -1.05395  -0.020
15 C 5.25373 -0.84645 -1.80870  -0.301
16 C 6.04799 -0.71613 -3.12839  -0.084
17 O 6.80298 -1.91960 -3.17152  0.063
18 C 6.87678 -2.45035 -1.92714  -0.573
19 O 7.53565 -3.39839 -1.65715  0.170
20 O 6.08275 -1.77799 -1.08093  0.069
21 H 4.54960 1.12562 -1.66218  0.101
22 H 6.12794 0.98785 -0.95795  0.093
23 H 4.66033 0.44268 -0.09715  0.062
24 H 4.25332 -1.24976 -1.97057  0.131
25 H 6.71341 0.14551 -3.05865  0.132
26 H 5.37641 -0.58348 -3.97245  0.131
27 C 2.03284 -4.70223 -6.33421  -0.013
28 C 2.66084 -4.61694 -4.93356  -0.291
29 C 3.70054 -3.51584 -4.87853  -0.105
30 O 3.15555 -2.50983 -4.04373  0.052
31 C 1.97261 -2.94092 -3.51977  -0.553
32 O 1.39083 -2.40989 -2.63578  0.157
33 O 1.65336 -4.13590 -4.04333  0.076
34 H 1.25084 -5.44923 -6.43873  0.086
35 H 2.78893 -4.87768 -7.10073  0.088
36 H 1.65520 -3.69165 -6.50868  0.095
37 H 3.05404 -5.57888 -4.61186  0.157
38 H 4.07350 -3.18066 -5.84550  0.139
39 H 4.58801 -3.87861 -4.34486  0.136
40 C -2.04215 -2.00190 -2.46322  -0.023
41 C -2.30081 -3.30660 -1.72387  -0.278
42 C -1.31589 -4.44571 -2.08194  -0.087
43 O -0.75041 -4.85848 -0.85692  0.073
44 C -1.22341 -4.12993 0.15853  -0.569
45 O -1.00767 -4.27275 1.30709  0.196
46 O -2.01457 -3.13156 -0.33201  0.061
47 H -2.42508 -1.17744 -1.85822  0.075
48 H -2.68563 -2.00145 -3.34243  0.095
49 H -0.97378 -1.87642 -2.61501  0.059
50 H -3.33721 -3.61141 -1.86794  0.149
51 H -0.55527 -4.31620 -2.84843  0.111
52 H -1.90844 -5.30861 -2.41245  0.131
53 C 6.61045 0.26423 2.59951  -0.024
54 C 5.66572 0.88582 3.59932  -0.307
55 C 4.82042 2.02512 3.02879  -0.079
56 O 3.48270 1.71125 3.39254  0.067
57 C 3.42103 0.49923 3.94704  -0.572
58 O 2.44635 -0.03741 4.35328  0.179
59 O 4.66523 -0.05188 4.02149  0.077
60 H 6.10060 -0.33037 1.84129  0.060
61 H 7.35086 -0.36934 3.08683  0.088
62 H 7.15742 1.03015 2.04315  0.091
63 H 6.26526 1.14432 4.47651  0.151
64 H 4.90422 2.01707 1.93973  0.118
65 H 5.00916 3.00150 3.47315  0.138
66 C -6.38767 3.75886 3.23756  -0.001
67 C -6.48003 3.90147 1.70779  -0.279
68 C -6.01822 5.24712 1.14043  -0.077
69 O -4.92314 4.91502 0.31167  0.087
70 C -4.66550 3.60078 0.33139  -0.575
71 O -3.84639 3.00755 -0.29659  0.161
72 O -5.49647 2.98105 1.18793  0.052
73 H -6.62144 2.72882 3.49884  0.071
74 H -7.14161 4.38115 3.72239  0.094
75 H -5.39647 4.06259 3.56806  0.078
76 H -7.47644 3.66677 1.33468  0.150
77 H -5.69126 5.85253 1.98868  0.130
78 H -6.80047 5.73080 0.56247  0.137
79 C -7.34980 -1.08327 3.26976  -0.021
80 C -6.17558 -1.33910 2.33515  -0.321
81 C -5.29104 -0.12307 2.09650  -0.109
82 O -4.01155 -0.52752 2.51836  0.052
83 C -4.05696 -1.75051 3.10166  -0.535
84 O -3.20038 -2.28218 3.71236  0.196
85 O -5.30306 -2.28880 2.92508  0.079
86 H -8.07365 -1.89604 3.22229  0.082
87 H -7.87402 -0.14994 3.05420  0.080
88 H -6.98867 -1.00809 4.29753  0.095
89 H -6.55230 -1.72402 1.38434  0.150
90 H -5.64217 0.77599 2.60476  0.109
91 H -5.26256 0.11224 1.02937  0.135
92 C -1.00212 4.17621 2.21305  -0.008
93 C -2.29097 4.66591 2.78532  -0.318
94 C -2.33527 4.63198 4.32312  -0.086
95 O -2.85820 5.91578 4.65198  0.061
96 C -3.07978 6.63844 3.53290  -0.579
97 O -3.72089 7.64261 3.56055  0.156
98 O -2.53393 6.04070 2.46543  0.103
99 H -0.17740 4.76089 2.62172  0.102
100 H -0.99374 4.10703 1.12697  0.090
101 H -0.82202 3.15196 2.55248  0.088
102 H -3.14700 4.03924 2.51192  0.133
103 H -1.34019 4.51604 4.76388  0.134
104 H -2.94544 3.85408 4.78136  0.131
105 C -0.06255 3.30896 -2.85742  -0.008
106 C -1.01846 2.59650 -3.80554  -0.314
107 C -0.96630 1.07941 -3.65618  -0.097
108 O -2.30432 0.70100 -3.94756  0.059
109 C -3.10768 1.75563 -3.79383  -0.567
110 O -4.28914 1.78060 -3.96062  0.164
111 O -2.37585 2.83653 -3.44498  0.092
112 H -0.33333 4.36654 -2.81647  0.091
113 H 0.98393 3.19126 -3.12651  0.091
114 H -0.22082 2.99537 -1.82251  0.078
115 H -0.76654 2.85697 -4.83691  0.155
116 H -0.70705 0.79650 -2.63484  0.108
117 H -0.22273 0.66458 -4.33548  0.141
118 C 3.18245 -4.34217 -0.58421  0.009
119 C 3.77660 -3.89319 0.75611  -0.294
120 C 3.90298 -2.36542 0.92395  -0.073
121 O 2.84329 -2.05780 1.82478  0.068
122 C 2.32601 -3.15280 2.34702  -0.580
123 O 1.54270 -3.22453 3.23405  0.185
124 O 2.92716 -4.26481 1.83379  0.092
125 H 3.08868 -5.42392 -0.57979  0.095
126 H 3.79386 -4.01875 -1.43132  0.077
127 H 2.24354 -3.79560 -0.69004  0.076
128 H 4.79339 -4.26414 0.89416  0.153
129 H 3.75189 -1.85028 -0.01940  0.102
130 H 4.82135 -2.06764 1.42433  0.122

2.
10 unconnected molecules or ions with the total composition C40H60O30 at a distorted geometry, computed with wB97M-V/def2-TZVPD.

**Orbital gap**: 10.386 eV
**Energy relative to the best compared isomer or geometry (same formula, charge and spin)**: 148.50 kcal/mol
**HOMO level**: -10.35 eV
**SMILES**: C[C@H]1COC(=O)O1.C[C@H]1COC(=O)O1.C[C@H]1COC(=O)O1.C[C@H]1COC(=O)O1.C[C@H]1COC(=O)O1.C[C@H]1COC(=O)O1.C[C@H]1COC(=O)O1.C[C@H]1COC(=O)O1.C[C@H]1COC(=O)O1.C[C@H]1COC(=O)O1
**Lowest unoccupied orbital energy**: 0.034 eV

Each line ends with the Löwdin charge.
Atoms and positions in Å:
1 C 0.01497 18.87590 22.47672  -0.018
2 C 0.49940 18.35250 21.11591  -0.336
3 C 1.42016 19.30106 20.35246  -0.066
4 O 2.57182 18.48291 20.07832  0.085
5 C 2.41248 17.27209 20.56362  -0.524
6 O 3.33983 16.41535 20.61019  0.086
7 O 1.24031 17.18351 21.20019  0.101
8 H 0.81498 19.03792 23.19910  0.090
9 H -0.58174 18.16899 23.05318  0.082
10 H -0.59642 19.76576 22.32682  0.089
11 H -0.37244 18.19833 20.48012  0.149
12 H 1.65732 20.18372 20.94639  0.131
13 H 1.04054 19.66598 19.39809  0.133
14 C -3.29991 11.93488 17.73986  -0.029
15 C -3.97693 10.72231 17.19528  -0.368
16 C -5.33569 10.55542 17.77276  -0.077
17 O -5.99834 10.12745 16.60715  0.113
18 C -5.39259 10.31348 15.52281  -0.567
19 O -5.85045 10.06825 14.39292  0.110
20 O -4.19188 10.90072 15.82125  0.089
21 H -2.27131 11.96836 17.38073  0.089
22 H -3.20957 11.97742 18.82528  0.090
23 H -3.81481 12.87582 17.54589  0.097
24 H -3.39483 9.80694 17.30178  0.164
25 H -5.82454 11.42197 18.21797  0.145
26 H -5.32568 9.74553 18.50220  0.144
27 C 5.53662 16.09910 13.03378  -0.018
28 C 4.97651 14.69897 13.23855  -0.324
29 C 3.49372 14.53883 13.01866  -0.086
30 O 3.40218 13.45734 12.10296  0.090
31 C 4.57468 13.17085 11.58191  -0.584
32 O 4.78212 12.51329 10.58450  0.140
33 O 5.51141 13.84328 12.24070  0.092
34 H 5.57053 16.37176 11.97898  0.094
35 H 6.55753 16.15050 13.41219  0.087
36 H 4.84866 16.80307 13.50201  0.086
37 H 5.27572 14.38402 14.23824  0.151
38 H 3.01570 15.45116 12.66193  0.137
39 H 3.07519 14.22253 13.97411  0.136
40 C 3.08494 16.12776 5.19975  -0.032
41 C 3.39013 15.09258 4.10004  -0.300
42 C 3.05043 15.34087 2.65672  -0.084
43 O 4.32414 15.71892 2.10899  0.061
44 C 5.30185 15.30121 2.97789  -0.479
45 O 6.52103 15.20928 2.67832  0.091
46 O 4.81767 15.12483 4.22466  0.067
47 H 2.02996 16.40088 5.17697  0.081
48 H 3.65995 17.05184 5.14041  0.091
49 H 3.34955 15.78068 6.19857  0.084
50 H 2.92318 14.19514 4.50582  0.149
51 H 2.41291 16.21524 2.52578  0.135
52 H 2.53405 14.50579 2.18336  0.135
53 C 2.83354 7.76305 3.71481  -0.011
54 C 1.52436 7.63148 2.91457  -0.252
55 C 0.27400 7.04366 3.57554  -0.092
56 O -0.69874 8.07111 3.43415  0.062
57 C -0.15061 9.22599 2.97271  -0.571
58 O -0.75562 10.28155 2.83659  0.121
59 O 1.10154 9.00981 2.71797  0.077
60 H 3.68384 7.62551 3.04686  0.082
61 H 2.88692 6.88677 4.36087  0.077
62 H 2.87263 8.64639 4.35221  0.096
63 H 1.73110 7.25216 1.91383  0.151
64 H 0.45922 6.68250 4.58715  0.129
65 H -0.12689 6.15315 3.09141  0.131
66 C 11.71177 23.28025 7.68790  -0.023
67 C 11.14014 21.88391 7.49175  -0.290
68 C 10.25362 21.46484 8.62548  -0.147
69 O 9.06815 21.09875 8.05296  0.110
70 C 9.04121 21.42133 6.78665  -0.539
71 O 8.12065 21.28220 5.95095  0.098
72 O 10.18036 22.01916 6.40366  0.083
73 H 12.31583 23.54449 6.81992  0.084
74 H 12.32360 23.28536 8.58998  0.094
75 H 10.91458 24.00905 7.54152  0.098
76 H 11.88577 21.11019 7.30877  0.156
77 H 10.16002 22.18704 9.43650  0.140
78 H 10.68085 20.57726 9.09214  0.137
79 C 10.61581 22.33218 17.49527  -0.017
80 C 11.74082 23.34222 17.35573  -0.337
81 C 13.05315 23.07187 18.12945  -0.084
82 O 14.05455 23.27518 17.12880  0.046
83 C 13.43725 23.44641 15.88114  -0.521
84 O 14.04772 23.69871 14.85385  0.134
85 O 12.15418 23.41370 16.04858  0.105
86 H 10.12838 22.39636 18.46810  0.087
87 H 10.99905 21.32001 17.36584  0.088
88 H 9.81335 22.41991 16.76283  0.086
89 H 11.39554 24.34965 17.58801  0.154
90 H 13.07645 22.06097 18.53644  0.127
91 H 13.21028 23.75667 18.96280  0.130
92 C 8.93972 4.99856 9.36016  0.001
93 C 9.65490 4.10704 10.41030  -0.294
94 C 10.85512 3.27283 10.09909  -0.148
95 O 11.79308 3.63899 11.00733  0.089
96 C 11.36958 4.71287 11.72452  -0.574
97 O 11.89171 5.28463 12.67552  0.125
98 O 10.18577 5.01089 11.37192  0.102
99 H 8.33257 4.35422 8.72432  0.083
100 H 9.69061 5.46698 8.72389  0.083
101 H 8.36487 5.81844 9.79078  0.089
102 H 8.97706 3.52250 11.03235  0.154
103 H 11.14030 3.68264 9.13015  0.140
104 H 10.57337 2.22728 10.22376  0.149
105 C -1.07825 8.18231 10.39624  -0.022
106 C -0.20322 7.34426 11.31655  -0.316
107 C -0.94795 6.32200 12.15799  -0.099
108 O -0.14785 5.15946 12.01588  0.068
109 C 0.69142 5.28223 10.96673  -0.552
110 O 1.46441 4.40331 10.67994  0.148
111 O 0.55407 6.50662 10.44457  0.084
112 H -1.63114 8.97947 10.89319  0.088
113 H -1.81129 7.56695 9.87462  0.090
114 H -0.46311 8.71659 9.67219  0.087
115 H 0.45233 7.92424 11.96615  0.155
116 H -1.92670 6.24236 11.68491  0.130
117 H -1.03102 6.64361 13.19615  0.138
118 C 11.49595 11.72890 8.18645  -0.038
119 C 11.46096 12.65259 6.99678  -0.281
120 C 11.52084 14.11286 7.54233  -0.127
121 O 12.42600 14.71369 6.72101  0.064
122 C 13.15915 13.78245 6.07251  -0.500
123 O 14.10514 14.07122 5.29651  0.093
124 O 12.70495 12.55345 6.31093  0.100
125 H 10.46252 11.50343 8.44971  0.089
126 H 11.95735 12.08959 9.10576  0.083
127 H 11.97935 10.77192 7.98997  0.089
128 H 10.60374 12.45439 6.35337  0.159
129 H 11.95069 14.12301 8.54394  0.128
130 H 10.61989 14.72197 7.46915  0.143